269
Properties=species:S:1:pos:R:3:forces:R:3:lowdin_charge:R:1 method="wB97M-V/def2-TZVPD" total_energy_ha=-4723.95604 orbital_gap_ev=8.91 charge=0 max_force_ev_per_a=3.4 lumo_energy_ev=-0.1128
C 4.427 0.729 -9.640 -1.29 1.18 0.64 -0.082
C 5.149 -0.202 -8.731 0.29 -1.51 -0.50 -0.428
C 4.533 -0.500 -7.354 -0.50 1.86 0.66 -0.177
O 4.237 0.721 -6.670 1.11 0.77 -1.38 -0.225
C 3.418 0.711 -5.552 0.23 -0.34 -0.06 -0.124
N 5.268 -1.509 -9.467 0.54 1.14 0.69 0.033
H 3.360 0.513 -9.684 -0.18 -0.25 -0.20 0.082
H 4.818 0.793 -10.655 0.23 -0.20 0.24 0.086
H 4.473 1.702 -9.152 -0.03 0.30 -0.32 0.074
H 6.109 0.296 -8.596 0.45 -0.66 0.21 0.136
H 5.263 -0.988 -6.709 -0.04 -0.82 -0.24 0.124
H 3.573 -1.012 -7.428 0.11 -0.68 -0.27 0.124
H 3.466 1.738 -5.192 -0.52 -0.14 0.20 0.091
H 3.794 0.042 -4.779 0.09 -0.14 0.28 0.079
H 2.421 0.373 -5.835 -0.40 0.22 0.22 0.087
H 5.644 -2.193 -8.826 0.02 -0.38 -0.04 0.057
H 4.316 -1.768 -9.682 -0.12 -0.34 -0.10 0.061
C -6.827 0.855 1.352 0.34 0.52 -1.01 -0.073
C -6.684 0.739 2.814 1.04 -1.72 1.65 -0.454
C -5.569 1.636 3.431 -1.32 0.02 0.02 -0.207
O -4.320 1.492 2.791 0.12 0.17 -0.37 -0.189
C -3.335 2.359 3.353 -0.49 -0.12 0.05 -0.096
N -8.006 0.809 3.473 0.18 0.82 0.35 0.033
H -7.512 0.104 0.960 -0.03 0.08 -0.06 0.082
H -5.851 0.734 0.881 -0.03 -0.16 -0.08 0.078
H -7.170 1.854 1.084 -0.27 0.05 -0.08 0.080
H -6.314 -0.257 3.058 0.36 -0.47 -0.43 0.126
H -5.416 1.375 4.478 -0.31 -0.01 0.32 0.120
H -5.991 2.640 3.381 0.45 0.64 0.01 0.121
H -3.243 2.200 4.427 -0.02 -0.13 0.21 0.083
H -3.623 3.401 3.207 0.01 0.19 -0.11 0.083
H -2.356 2.185 2.907 -0.25 -0.20 -0.24 0.082
H -8.539 -0.013 3.229 -0.08 -0.06 -0.64 0.066
H -7.919 0.661 4.468 0.34 0.38 0.38 0.062
C -4.606 12.148 -2.768 -0.42 -0.18 1.00 -0.061
C -5.389 11.785 -3.992 1.52 1.18 -0.93 -0.517
C -4.967 10.466 -4.544 1.66 -0.84 -1.46 -0.189
O -3.580 10.453 -5.022 -0.35 0.64 0.83 -0.205
C -3.030 9.195 -5.427 -1.57 0.44 0.50 -0.093
N -6.796 11.793 -3.821 -1.07 -0.12 0.78 0.047
H -5.061 13.040 -2.335 0.59 0.48 -0.19 0.083
H -3.541 12.189 -2.993 -0.15 0.47 0.04 0.081
H -4.717 11.428 -1.958 -0.07 -0.54 -0.04 0.077
H -5.190 12.610 -4.676 0.36 -0.20 -0.58 0.141
H -5.577 10.205 -5.409 -0.31 -0.10 -0.11 0.120
H -5.180 9.757 -3.744 0.42 -0.60 0.05 0.127
H -3.486 8.906 -6.374 0.07 -0.23 -0.18 0.080
H -3.337 8.488 -4.656 0.42 -0.53 -0.08 0.078
H -1.947 9.245 -5.543 -0.16 0.28 0.21 0.084
H -7.188 11.208 -4.545 -0.50 0.02 0.01 0.070
H -7.004 11.367 -2.929 -0.43 -0.19 0.14 0.076
C -5.532 -4.539 0.545 1.11 -0.04 -0.36 -0.054
C -4.362 -4.213 -0.472 -1.91 0.76 0.91 -0.411
C -3.239 -5.227 -0.375 0.12 0.57 -0.14 -0.219
O -2.578 -5.104 0.879 0.21 -0.68 0.12 -0.177
C -1.768 -6.219 1.260 -0.43 -0.03 0.13 -0.101
N -4.964 -4.146 -1.816 0.57 -0.29 -0.18 0.044
H -5.905 -5.521 0.255 -0.35 -0.02 0.23 0.065
H -6.333 -3.800 0.574 0.03 -0.01 -0.69 0.065
H -5.189 -4.552 1.579 0.38 -0.37 -0.03 0.062
H -4.057 -3.201 -0.204 0.53 -0.03 -0.11 0.132
H -2.548 -5.081 -1.205 0.40 0.27 -0.08 0.118
H -3.703 -6.183 -0.617 0.04 -0.67 0.69 0.117
H -2.385 -7.103 1.422 -0.14 -0.26 -0.46 0.082
H -1.299 -6.087 2.235 -0.13 0.77 0.00 0.079
H -0.953 -6.430 0.568 -0.12 0.00 -0.37 0.083
H -4.382 -3.623 -2.454 0.23 0.77 0.15 0.060
H -4.840 -5.038 -2.275 -0.50 -0.82 0.05 0.041
C 8.377 -0.931 1.615 0.57 0.01 -1.48 -0.050
C 8.704 -1.533 0.195 -0.56 -0.18 1.93 -0.436
C 8.343 -0.673 -0.983 -0.53 -0.02 -0.87 -0.196
O 8.561 -1.457 -2.164 0.67 0.03 -0.43 -0.198
C 8.745 -0.745 -3.370 -0.18 0.57 -0.88 -0.123
N 10.104 -1.955 0.204 0.07 0.20 -0.72 0.043
H 8.621 -1.684 2.364 0.07 0.14 -0.06 0.073
H 7.336 -0.628 1.734 0.02 0.03 -0.14 0.067
H 9.033 -0.067 1.715 -0.10 0.15 0.46 0.068
H 8.078 -2.426 0.176 0.11 -0.28 -0.49 0.129
H 8.910 0.257 -1.024 0.31 0.09 0.07 0.129
H 7.285 -0.411 -1.003 -0.22 0.20 0.36 0.126
H 8.781 -1.397 -4.243 -0.38 -0.61 0.41 0.086
H 9.652 -0.163 -3.530 0.64 -0.03 1.04 0.081
H 7.976 -0.003 -3.583 -0.58 -0.09 0.30 0.082
H 10.680 -1.127 0.156 0.19 0.67 0.83 0.068
H 10.307 -2.254 -0.739 -0.19 -0.95 -0.35 0.061
C 4.408 3.372 0.418 1.57 1.66 -0.29 -0.064
C 3.922 4.113 1.671 1.34 -0.26 -2.49 -0.438
C 4.039 5.664 1.465 -0.03 -0.43 0.87 -0.190
O 5.279 6.074 0.917 0.08 -0.52 -0.39 -0.188
C 5.367 7.477 0.865 -0.37 0.33 0.34 -0.115
N 2.572 3.685 1.833 -0.96 0.70 1.29 0.035
H 4.138 2.316 0.379 -0.02 0.17 -0.06 0.075
H 5.486 3.530 0.393 0.35 -0.73 0.16 0.070
H 4.190 3.950 -0.480 -0.94 -0.42 -0.21 0.081
H 4.561 3.718 2.461 0.20 0.60 0.50 0.124
H 3.925 6.174 2.422 0.00 -0.05 0.55 0.113
H 3.201 6.061 0.893 -0.16 -0.40 -0.57 0.122
H 6.293 7.830 0.412 0.08 -0.48 0.09 0.091
H 5.272 7.877 1.875 0.24 0.19 0.26 0.084
H 4.544 7.932 0.313 -0.23 -0.14 -0.34 0.081
H 2.537 2.681 1.729 -0.15 -0.18 -0.04 0.050
H 2.429 3.863 2.817 -1.10 -0.13 0.29 0.076
C -3.290 -5.013 8.183 1.69 0.80 0.17 -0.071
C -4.276 -3.898 7.738 0.56 -2.07 1.21 -0.425
C -3.893 -3.308 6.422 0.31 0.23 -0.85 -0.223
O -2.642 -2.660 6.524 0.10 0.47 0.57 -0.193
C -1.847 -2.591 5.361 -0.07 -0.70 0.08 -0.100
N -5.584 -4.538 7.675 -0.75 0.64 -0.45 0.024
H -3.378 -5.234 9.247 -0.25 0.02 0.03 0.072
H -2.258 -4.691 8.044 0.21 0.45 0.25 0.065
H -3.235 -5.969 7.662 -1.03 0.01 -0.44 0.074
H -4.265 -3.148 8.528 -0.13 0.20 -0.12 0.142
H -4.629 -2.600 6.042 -0.31 0.06 0.11 0.128
H -3.848 -4.130 5.708 0.12 -0.22 -0.34 0.125
H -1.243 -3.497 5.314 0.15 -0.23 -0.22 0.080
H -1.148 -1.757 5.422 -0.31 0.15 0.11 0.086
H -2.446 -2.543 4.451 -0.06 0.25 -0.10 0.086
H -5.506 -5.282 6.997 -0.16 -0.15 -0.26 0.065
H -5.757 -5.020 8.546 -0.07 0.10 0.21 0.067
C 5.692 -7.589 1.982 -0.92 -0.69 0.06 -0.086
O 4.705 -8.618 1.726 0.40 0.26 -0.64 -0.215
C 3.601 -8.712 2.615 -0.38 -1.22 -0.52 -0.199
C 2.659 -9.943 2.207 0.61 1.11 0.52 -0.191
N 1.625 -10.212 3.217 -0.06 0.54 -0.61 -0.091
C 0.633 -11.154 2.654 -0.09 0.28 1.97 -0.191
C -0.340 -11.584 3.790 0.39 -0.72 -0.16 -0.202
O 0.135 -12.765 4.490 -0.96 0.21 0.08 -0.192
C -0.874 -13.348 5.338 0.06 0.25 0.05 -0.113
H 6.310 -7.901 2.823 -0.02 0.28 0.23 0.082
H 5.222 -6.617 2.131 -0.16 0.04 0.42 0.077
H 6.345 -7.443 1.121 -0.22 -0.55 -0.19 0.082
H 3.011 -7.796 2.589 -0.10 0.12 0.16 0.111
H 3.968 -8.905 3.623 -0.06 0.13 0.33 0.111
H 3.246 -10.851 2.068 0.46 0.06 -0.31 0.112
H 2.134 -9.728 1.276 0.22 0.15 -0.12 0.111
H 2.080 -10.682 3.987 -0.06 -0.07 0.28 0.104
H 1.208 -11.979 2.235 -0.62 -0.52 -0.28 0.115
H 0.004 -10.658 1.915 0.37 0.08 -0.25 0.113
H -1.345 -11.724 3.391 -0.07 -0.57 -0.27 0.109
H -0.482 -10.768 4.499 0.40 0.22 0.15 0.115
H -1.468 -12.605 5.869 0.10 0.41 -0.05 0.079
H -0.453 -13.984 6.116 0.62 0.16 -0.23 0.081
H -1.596 -13.987 4.828 0.08 0.07 -0.64 0.080
C 7.707 3.380 4.969 -0.09 -1.27 1.20 -0.081
O 7.501 2.816 6.303 -0.94 -0.16 -0.31 -0.214
C 6.801 1.522 6.247 0.61 0.88 -0.54 -0.210
C 6.715 0.900 7.637 0.43 0.08 -0.30 -0.213
N 6.509 -0.546 7.617 -0.73 -0.61 -0.90 -0.072
C 5.111 -1.069 7.553 0.22 0.17 0.57 -0.182
C 5.024 -2.529 7.068 0.42 1.31 -0.93 -0.235
O 3.684 -2.988 6.995 0.51 0.29 0.71 -0.187
C 3.601 -4.313 6.523 -0.68 0.20 0.11 -0.117
H 6.771 3.620 4.464 -0.22 -0.46 -0.09 0.069
H 8.282 2.576 4.510 -0.01 0.44 -0.99 0.078
H 8.255 4.322 4.972 0.25 -0.26 0.65 0.082
H 7.348 0.842 5.593 0.30 -0.12 -0.03 0.109
H 5.822 1.636 5.781 -0.27 0.27 0.04 0.110
H 5.982 1.452 8.225 -0.09 0.02 0.28 0.116
H 7.711 1.054 8.050 -0.09 0.13 0.31 0.122
H 6.994 -0.979 8.390 -0.08 0.08 -0.02 0.102
H 4.473 -0.457 6.915 0.22 0.20 -0.03 0.117
H 4.717 -1.021 8.569 -0.55 -0.02 0.08 0.113
H 5.738 -3.072 7.688 -0.38 -0.82 0.18 0.120
H 5.380 -2.547 6.038 0.57 -0.06 -0.12 0.116
H 4.040 -4.449 5.535 0.50 0.08 -0.03 0.082
H 2.540 -4.516 6.381 -0.02 -0.12 0.27 0.085
H 4.023 -4.996 7.261 0.09 -0.26 -0.15 0.089
C 2.164 -0.651 1.871 0.74 -0.08 0.32 -0.110
O 1.220 0.143 1.197 1.64 1.67 1.91 -0.194
C 0.556 -0.457 0.176 -2.09 -0.28 -1.17 -0.240
C -0.468 0.549 -0.443 0.46 -0.41 0.36 -0.203
N 0.168 1.595 -1.214 -1.04 0.43 -0.77 -0.050
C -0.869 2.482 -1.850 1.57 0.22 -0.10 -0.188
C -1.669 3.332 -0.901 -0.38 0.41 -0.13 -0.239
O -2.320 4.336 -1.686 -0.63 0.06 1.11 -0.184
C -3.256 5.064 -0.886 0.07 0.48 -0.10 -0.113
H 1.802 -1.428 2.545 -0.93 -0.15 -0.17 0.084
H 2.768 -0.039 2.541 -0.10 0.46 -0.24 0.081
H 2.863 -1.162 1.209 0.01 0.08 -0.46 0.085
H 0.005 -1.262 0.663 -0.35 -0.66 -0.67 0.121
H 1.249 -0.813 -0.587 0.00 -0.24 -0.23 0.122
H -1.054 0.985 0.366 -0.16 -0.21 0.46 0.103
H -1.188 0.110 -1.133 0.13 -0.72 0.20 0.120
H 0.702 2.157 -0.567 0.25 0.34 -0.07 0.093
H -1.554 2.011 -2.555 0.13 -0.82 0.28 0.116
H -0.307 3.151 -2.502 0.07 0.28 0.09 0.115
H -1.033 3.794 -0.147 0.26 0.17 0.11 0.128
H -2.429 2.765 -0.362 -0.15 -0.23 0.05 0.111
H -3.859 5.688 -1.545 -0.07 -0.25 -0.06 0.085
H -2.826 5.743 -0.149 0.86 0.22 -0.18 0.079
H -3.886 4.468 -0.225 -0.29 -0.72 -0.52 0.077
C -1.273 -4.618 -4.509 0.64 0.06 0.88 -0.155
O -2.599 -4.952 -4.662 -1.57 -0.41 -1.13 -0.215
C -2.767 -5.913 -5.732 -1.67 0.36 1.26 -0.166
C -4.315 -6.348 -5.796 2.49 2.21 -0.37 -0.208
N -4.700 -6.993 -4.573 -0.62 -0.68 -1.26 -0.054
C -5.985 -7.714 -4.738 0.00 -0.04 2.56 -0.177
C -6.261 -8.322 -3.346 -0.21 -1.19 -0.53 -0.215
O -5.424 -9.480 -3.220 -0.21 0.38 -0.37 -0.204
C -5.283 -9.937 -1.902 0.34 0.57 0.03 -0.121
H -0.791 -5.480 -4.047 0.76 -0.11 -0.22 0.087
H -1.185 -3.802 -3.792 -0.16 0.11 -0.03 0.086
H -0.793 -4.303 -5.435 0.16 -0.14 -0.19 0.087
H -2.132 -6.766 -5.494 0.02 -0.41 -0.06 0.111
H -2.390 -5.465 -6.652 -0.29 -0.03 -0.29 0.113
H -4.414 -6.877 -6.744 -0.25 -0.62 0.01 0.109
H -4.884 -5.423 -5.895 -0.07 0.11 -0.12 0.115
H -3.978 -7.687 -4.445 -0.08 -0.49 0.59 0.105
H -6.014 -8.520 -5.472 0.31 -0.05 -0.20 0.119
H -6.844 -7.071 -4.927 0.39 0.55 -0.27 0.119
H -7.294 -8.654 -3.241 -0.34 -0.10 -0.25 0.115
H -6.118 -7.644 -2.505 0.48 0.42 -0.19 0.109
H -4.748 -9.176 -1.334 0.38 0.01 0.28 0.076
H -4.696 -10.854 -1.951 -0.22 0.01 0.22 0.091
H -6.228 -10.052 -1.371 -0.30 -0.44 -0.19 0.085
C 1.006 9.187 -1.936 0.39 0.24 -1.17 -0.072
C 0.621 10.641 -2.307 -0.96 -1.44 0.14 -0.346
O 1.621 11.497 -1.880 0.74 0.79 0.12 -0.065
H 1.549 9.098 -0.995 -0.89 0.24 0.51 0.067
H 1.763 8.750 -2.587 0.12 0.47 -0.64 0.062
H 0.166 8.512 -2.097 -0.16 0.06 0.70 0.067
H -0.341 10.912 -1.873 -0.16 -0.16 0.79 0.097
H 0.359 10.788 -3.355 0.63 -0.43 -0.56 0.105
H 1.356 12.377 -2.156 0.26 0.21 0.10 0.087
C 4.207 -5.440 -2.823 -0.61 -0.84 -0.57 -0.104
C 5.074 -4.277 -2.422 1.23 -0.34 -1.57 -0.276
O 6.325 -4.426 -3.194 -0.97 0.12 0.81 -0.103
H 3.204 -5.446 -2.396 0.09 0.22 0.34 0.070
H 4.606 -6.450 -2.732 0.47 0.18 0.77 0.074
H 4.036 -5.429 -3.900 0.04 0.57 -0.19 0.072
H 5.347 -4.173 -1.371 -0.39 -0.21 0.11 0.105
H 4.590 -3.379 -2.806 -0.11 0.28 0.43 0.101
H 6.914 -3.758 -2.835 0.33 0.12 -0.10 0.050
C -7.073 7.269 2.540 0.74 1.43 0.14 -0.097
C -7.850 6.277 1.786 -1.57 -1.25 0.38 -0.359
O -8.351 6.812 0.579 0.39 0.45 -0.76 -0.076
H -7.010 7.123 3.619 -0.05 -0.49 -0.10 0.080
H -7.594 8.218 2.415 0.15 0.22 -0.02 0.082
H -6.061 7.378 2.151 0.05 0.11 0.00 0.072
H -8.751 6.049 2.356 0.09 -0.42 0.50 0.112
H -7.318 5.342 1.610 0.20 -0.09 -0.03 0.106
H -9.072 6.246 0.295 0.03 0.03 -0.12 0.082
C 2.170 4.576 -7.668 -1.34 -0.15 -0.48 -0.103
C 1.601 5.880 -7.062 2.76 -1.05 -0.65 -0.275
O 2.556 6.909 -7.419 -0.98 0.62 0.10 -0.107
H 2.049 4.602 -8.751 0.44 0.10 -0.09 0.070
H 1.596 3.700 -7.367 -0.10 -0.07 0.29 0.064
H 3.207 4.385 -7.390 0.00 0.26 0.00 0.069
H 1.620 5.674 -5.992 -0.70 0.71 0.24 0.100
H 0.653 6.178 -7.510 0.06 -0.09 0.44 0.113
H 3.440 6.720 -7.095 -0.15 -0.35 0.17 0.071
C -5.511 1.044 -3.937 -1.26 0.63 -0.88 -0.088
C -5.705 2.516 -4.394 0.98 -1.58 1.43 -0.311
O -4.551 2.959 -5.098 -0.68 0.39 -0.20 -0.077
H -5.633 0.351 -4.770 0.42 0.04 -0.19 0.066
H -6.414 0.872 -3.353 0.31 -0.43 0.71 0.065
H -4.565 0.865 -3.425 -0.26 0.08 0.16 0.065
H -5.789 3.060 -3.453 -0.16 0.45 -0.05 0.098
H -6.674 2.589 -4.888 0.39 0.33 -0.67 0.108
H -4.046 3.426 -4.428 0.32 0.12 -0.24 0.070
C -1.852 10.143 2.769 -0.56 0.19 0.17 -0.089
C -2.413 9.302 3.921 0.38 0.21 -1.02 -0.338
O -1.833 9.738 5.121 0.17 -0.04 0.57 -0.077
H -2.141 11.174 2.972 -0.02 0.23 -0.13 0.066
H -2.303 9.877 1.813 0.15 -0.11 -0.08 0.069
H -0.764 10.141 2.716 -0.06 -0.35 0.00 0.076
H -2.186 8.249 3.755 -0.06 -0.03 0.31 0.110
H -3.489 9.455 4.001 -0.25 -0.33 -0.32 0.105
H -2.128 10.650 5.169 0.25 0.22 0.50 0.078